Computed, not measured: a cluster of 14 separate species, C28H84O28 in total, with wB97M-V/def2-TZVPD.

Summary:
Electronic energy ... -87712.0153 eV
Spin multiplicity ... 1
Gap between HOMO and LUMO ... 9.94 eV
Lowest unoccupied orbital energy ... 0.11 eV
HOMO energy ... -9.8 eV
ΔE to the lowest compared entry with this formula, charge and spin ... 262.62 kcal per mole

```
140
Properties=species:S:1:pos:R:3:forces:R:3:lowdin_charge:R:1
C 11.816644 4.198691 -6.290643 -1.5 1.4 1.4 -0.180
C 12.040951 3.088714 -5.278703 -0.5 1.3 -0.6 -0.311
O 12.074237 1.868100 -5.839150 0.2 -3.5 -2.1 -0.053
O 10.338094 4.476664 -6.408201 2.1 -0.8 -0.3 -0.100
H 12.338527 4.052542 -7.236362 -0.3 -0.2 -0.1 0.119
H 12.195491 5.085776 -5.783056 0.3 0.3 -0.3 0.107
H 11.139686 3.027071 -4.668769 0.5 1.2 1.3 0.127
H 13.053850 3.177330 -4.885902 -0.4 0.6 0.9 0.130
H 11.220251 1.719396 -6.251727 0.0 -0.3 -0.2 0.098
H 10.312561 5.394114 -6.689673 -0.3 0.0 -0.1 0.064
C 10.228554 14.025189 -14.758080 -1.6 -0.7 -1.4 -0.219
C 10.270867 13.074851 -13.538850 0.9 2.3 -0.5 -0.236
O 9.970251 13.884423 -12.445995 -1.2 0.4 2.0 -0.085
O 8.911976 14.489196 -15.141171 -0.1 -0.8 -0.2 -0.090
H 10.498753 13.461494 -15.651023 0.3 0.0 0.0 0.111
H 10.825987 14.936878 -14.754869 0.7 -0.4 0.8 0.115
H 11.298481 12.750328 -13.375139 0.1 -0.7 -0.6 0.112
H 9.548263 12.258803 -13.534545 0.1 0.1 -0.4 0.128
H 10.601962 14.597772 -12.329049 0.2 -0.1 -0.2 0.087
H 8.483614 15.138787 -14.578914 0.6 -0.1 0.5 0.077
C 11.834202 10.396619 4.605164 0.5 2.9 -0.1 -0.178
C 10.705462 11.334809 3.879584 2.2 -2.1 1.8 -0.228
O 10.059789 10.518698 2.954957 -0.9 0.3 -0.5 -0.063
O 13.143012 10.492821 3.951704 -1.0 -0.6 0.2 -0.101
H 11.557872 9.366831 4.831595 -0.3 -0.1 -0.9 0.110
H 12.010971 10.827171 5.590796 0.0 0.2 0.2 0.094
H 11.152508 12.225881 3.438836 0.4 0.0 -0.2 0.108
H 10.087510 11.711824 4.694501 -0.7 -0.4 -0.3 0.108
H 10.757145 10.024769 2.517550 -0.2 -0.2 -0.2 0.084
H 13.044477 10.949595 3.113106 -0.1 0.0 0.0 0.064
C 7.511221 12.178779 -4.899790 -0.8 -2.0 -0.8 -0.247
C 7.060542 10.841289 -5.577840 1.2 -0.1 0.4 -0.212
O 7.728277 10.487391 -6.828463 -0.3 0.5 1.3 -0.079
O 7.027132 13.167060 -5.766770 0.3 1.2 0.0 -0.067
H 8.573711 12.255525 -4.668884 0.2 -0.1 -0.4 0.118
H 7.017692 12.202819 -3.928210 -0.4 0.3 -0.1 0.113
H 5.981136 10.900733 -5.717284 0.0 0.1 -0.1 0.112
H 7.273147 10.030591 -4.880940 0.0 -0.2 -0.2 0.109
H 7.491030 11.130635 -7.500444 -0.2 0.1 0.0 0.067
H 7.728168 13.318574 -6.404882 -0.1 0.3 -0.1 0.086
C 12.348050 6.218617 -15.449407 0.7 1.7 -0.8 -0.254
C 11.602181 5.150083 -16.248014 -0.4 -1.1 0.3 -0.240
O 11.526056 5.394663 -17.638053 0.7 0.9 -0.5 -0.074
O 12.313122 6.091313 -14.042571 -0.5 -0.8 0.2 -0.064
H 12.079296 7.248914 -15.682588 -1.3 0.0 -0.4 0.114
H 13.389999 6.344325 -15.743768 0.4 -1.1 -0.4 0.114
H 10.559849 4.965653 -15.987963 0.0 0.4 1.2 0.120
H 12.105350 4.190732 -16.127313 0.3 -0.1 0.4 0.116
H 11.037279 4.657810 -18.011872 0.0 0.1 -0.1 0.084
H 12.753416 6.877687 -13.711863 0.0 -0.1 0.2 0.083
C 15.538781 12.658593 -3.903360 -2.0 1.7 1.8 -0.304
C 15.485693 12.022043 -5.197892 0.5 0.0 -1.8 -0.276
O 14.186704 11.522663 -5.546871 0.9 0.4 0.2 -0.037
O 14.984335 11.891975 -2.869499 0.6 -1.0 1.0 -0.046
H 14.829066 13.479164 -3.798201 0.0 0.6 -1.0 0.127
H 16.490443 13.161313 -3.730989 0.6 -0.6 0.3 0.123
H 16.292325 11.293663 -5.280959 -0.2 -0.8 0.1 0.121
H 15.852840 12.801906 -5.865053 -0.4 0.2 -0.6 0.122
H 14.147013 11.561995 -6.505243 -0.2 -0.1 -0.1 0.082
H 15.326673 10.995557 -2.898521 0.1 -0.2 0.1 0.087
C 12.729345 19.935148 -0.569378 -1.9 0.4 0.6 -0.196
C 12.523527 21.479556 -0.392719 0.8 -2.1 -1.0 -0.250
O 13.363608 22.115123 -1.300995 0.4 1.2 -1.4 -0.074
O 12.051205 19.381474 -1.771519 1.4 1.2 1.3 -0.086
H 12.191715 19.502897 0.274546 0.1 -0.2 0.3 0.101
H 13.779839 19.677954 -0.433678 0.1 0.0 -0.7 0.112
H 12.921145 21.819876 0.563410 -0.9 -0.4 0.6 0.118
H 11.493633 21.708527 -0.666532 -0.2 0.0 0.8 0.122
H 12.786965 22.661607 -1.839944 0.5 0.1 -0.3 0.084
H 12.221767 18.438117 -1.720678 -0.1 -0.1 -0.1 0.068
C 18.295405 19.770065 -5.620892 2.0 1.0 -5.0 -0.310
C 19.434299 20.582762 -6.316030 0.0 0.3 -1.0 -0.261
O 20.690662 20.534352 -5.736939 1.9 -0.9 1.1 -0.069
O 18.126531 20.262150 -4.427086 -1.2 1.7 5.8 -0.027
H 18.586788 18.719809 -5.608202 -0.6 -0.3 -0.4 0.129
H 17.391408 20.154617 -6.093148 -0.1 -1.7 -1.8 0.124
H 19.308088 21.665306 -6.332785 -1.4 0.2 0.0 0.113
H 19.622507 20.337361 -7.361239 -0.6 -0.5 -0.3 0.110
H 20.745500 20.018293 -4.929306 -0.3 0.0 0.1 0.086
H 17.295817 20.731334 -4.533799 0.3 0.3 1.4 0.105
C 12.967397 20.808249 -10.648546 1.3 -0.5 0.3 -0.199
C 12.771691 19.411802 -11.291192 0.9 0.8 1.0 -0.227
O 13.245555 18.342591 -10.440777 -0.9 0.6 -0.6 -0.072
O 14.409756 21.164610 -10.470101 -2.0 -0.6 -0.6 -0.092
H 12.507275 20.792928 -9.660540 0.0 -0.2 0.1 0.111
H 12.408568 21.542804 -11.228411 0.3 0.2 -0.3 0.107
H 13.242528 19.347733 -12.272162 0.1 0.1 -0.1 0.115
H 11.690548 19.373566 -11.424453 0.0 -0.7 0.1 0.113
H 14.205277 18.357814 -10.457712 0.1 0.2 0.0 0.079
H 14.403090 21.969114 -9.946327 0.1 0.1 0.0 0.066
C 19.190951 15.826920 1.891438 0.7 -0.6 -0.1 -0.215
C 18.670940 14.839962 2.996515 0.0 1.2 -1.9 -0.261
O 19.266027 15.180691 4.188440 0.6 0.1 1.6 -0.057
O 20.616531 15.743463 1.747284 -0.1 -0.2 0.0 -0.085
H 19.023801 16.892997 2.045165 -0.9 -0.2 0.6 0.114
H 18.775870 15.605874 0.908109 -0.2 -0.3 0.1 0.108
H 18.943629 13.806362 2.783462 -0.2 0.0 -0.7 0.120
H 17.588577 14.948426 3.065919 -0.2 -0.2 -0.1 0.109
H 19.632659 14.360731 4.527313 0.2 0.4 0.4 0.091
H 20.972881 16.495066 2.226574 0.2 -0.2 0.1 0.077
C 19.685219 4.558322 -2.479920 0.7 0.8 0.7 -0.258
C 19.123517 3.288789 -1.930810 0.8 -1.1 -1.1 -0.279
O 18.838367 3.380102 -0.559104 -1.3 0.0 0.1 -0.044
O 18.785830 5.646838 -2.309075 -0.5 -0.2 -0.6 -0.066
H 20.028618 4.454014 -3.509136 -0.3 0.2 0.0 0.124
H 20.513508 4.900877 -1.859694 0.9 -0.7 -0.2 0.114
H 19.721434 2.413679 -2.185370 1.2 0.1 0.5 0.115
H 18.329187 2.954393 -2.598124 -1.4 0.7 0.9 0.124
H 19.613344 3.435203 0.004787 0.3 -0.1 -0.4 0.096
H 18.689986 5.659071 -1.353951 -0.5 0.3 0.2 0.073
C 18.101080 5.660056 -12.164230 1.0 2.3 -3.9 -0.268
C 18.260085 7.134469 -11.783336 -0.8 -0.3 2.5 -0.280
O 17.453439 8.041712 -12.460150 -0.7 0.6 -0.8 -0.060
O 16.943162 4.918963 -11.956771 -0.3 -1.1 2.4 -0.039
H 19.124540 5.288775 -12.111445 -0.6 -1.5 1.2 0.121
H 17.984948 5.703258 -13.247174 1.1 0.7 -0.8 0.108
H 19.275181 7.517349 -11.678135 0.5 -0.6 -0.8 0.119
H 17.945233 7.250955 -10.746317 -0.3 -0.2 0.4 0.117
H 17.877910 8.317244 -13.275917 0.0 -0.1 -0.1 0.088
H 16.180125 5.497674 -11.889926 0.1 0.2 0.0 0.093
C 12.151474 4.916580 1.460609 0.3 0.7 0.6 -0.239
C 11.154809 3.914601 2.141611 1.4 2.2 0.3 -0.217
O 11.744679 3.245175 3.253268 0.1 -1.2 -0.9 -0.077
O 11.471397 5.941663 0.722392 -0.3 -0.6 -0.3 -0.082
H 12.956987 4.450627 0.893034 -0.3 -0.4 -0.3 0.116
H 12.696492 5.511022 2.193892 0.0 -0.4 0.7 0.105
H 10.830902 3.248438 1.341985 -0.2 -0.4 0.7 0.121
H 10.374092 4.564257 2.537245 -0.6 -0.2 -0.5 0.113
H 12.019462 3.812065 3.977640 -0.2 0.5 -0.4 0.083
H 11.802245 5.971188 -0.178315 -0.1 -0.1 0.0 0.078
C 20.702221 14.561779 -11.872643 0.2 0.2 -0.6 -0.244
C 20.860848 14.941639 -13.343007 1.5 2.1 -0.5 -0.270
O 19.893241 14.354133 -14.155060 -1.4 -1.2 -0.3 -0.064
O 19.375448 14.901876 -11.550320 -0.2 -0.8 0.0 -0.057
H 21.282013 15.060897 -11.096233 0.6 0.2 -0.7 0.124
H 20.951746 13.500724 -11.870736 -0.4 -0.5 0.6 0.111
H 21.836023 14.794746 -13.807285 0.4 -0.3 0.5 0.120
H 20.666310 16.003406 -13.494393 0.2 0.4 0.6 0.118
H 20.253884 13.842067 -14.882616 0.2 0.0 0.3 0.096
H 18.933541 14.495541 -12.299460 -1.1 0.1 0.0 0.066
```
Forces are in eV/Å.